(1)
A 4-piece molecular cluster, C16H24NO13PS overall. Source: the OMol25 dataset; level of theory: ωB97M-V/def2-TZVPD.

Each line ends with the Löwdin charge.
Positions of all 56 atoms, in Å:
H  -0.3532  2.3348  -7.1182  0.056
N  -1.3193  2.0075  -7.1110  0.149
C  -1.7988  1.9949  -5.9425  -0.411
C  -3.2357  1.5785  -5.7669  -0.034
C  -1.0139  2.4686  -4.7339  -0.045
C  -0.6605  1.4260  -3.6716  -0.487
O  0.5921  0.8538  -3.9518  0.068
O  -1.6202  0.3639  -3.6080  0.099
C  -1.4516  -0.2374  -2.3910  -0.539
O  -1.8113  -1.3345  -2.1302  0.182
O  -0.8111  0.5902  -1.5526  0.053
C  -0.6179  1.8709  -2.2049  -0.522
C  0.6674  2.5114  -1.7069  -0.002
P  -2.0993  2.9113  -1.7265  0.398
S  -2.7442  2.7034  0.0769  0.195
H  -3.5213  1.4281  -4.7293  0.057
H  -3.8749  2.3501  -6.1994  0.088
H  -3.4130  0.6607  -6.3228  0.088
H  -0.0530  2.8468  -5.0809  0.131
H  -1.5419  3.3156  -4.2857  0.103
H  0.4974  0.2680  -4.7139  0.134
H  0.4942  3.4561  -1.1945  0.082
H  1.1320  1.8249  -1.0040  0.084
H  1.3657  2.6700  -2.5259  0.098
H  -3.0341  2.6447  -2.7408  -0.012
H  -1.6432  4.1908  -2.0867  0.002
O  3.2530  3.4866  1.0863  0.156
C  3.1124  2.3951  1.5390  -0.577
O  3.8383  1.8700  2.5469  0.066
C  3.2341  0.6297  2.9513  -0.113
C  2.4586  0.2302  1.7117  -0.099
O  2.1910  1.5037  1.1066  0.032
H  4.0044  -0.0799  3.2292  0.114
H  2.5831  0.8211  3.8042  0.131
H  3.0541  -0.3691  1.0225  0.136
H  1.5205  -0.2742  1.9215  0.136
O  3.4514  -2.5355  3.4994  0.161
C  3.4469  -2.4950  4.6888  -0.570
O  3.8529  -3.4865  5.5045  0.069
C  3.9127  -2.9845  6.8461  -0.104
C  2.9595  -1.8019  6.7902  -0.101
O  3.0319  -1.4268  5.4087  0.041
H  3.6084  -3.7679  7.5336  0.133
H  4.9391  -2.6823  7.0571  0.133
H  1.9316  -2.0856  7.0183  0.135
H  3.2576  -0.9591  7.4067  0.133
O  -3.3415  -3.7584  3.8222  0.157
C  -3.2699  -3.5826  2.6489  -0.579
O  -3.9881  -4.2608  1.7225  0.054
C  -3.7988  -3.6351  0.4477  -0.110
C  -2.4764  -2.9144  0.6346  -0.111
O  -2.4615  -2.6812  2.0498  0.058
H  -3.7831  -4.3957  -0.3273  0.131
H  -4.6248  -2.9445  0.2716  0.133
H  -1.6222  -3.5427  0.3778  0.135
H  -2.4057  -1.9719  0.1023  0.107

Kohn-Sham gap (eV): 9.65
E_LUMO (eV): 0.3075
E_tot (Eh): -2396.54186
M (g mol⁻¹): 501.4
SMILES string: [H]/N=C(/C)C[C@]1(O)OC(=O)O[C@]1(C)[PH2]=S.O=C1OCCO1.O=C1OCCO1.O=C1OCCO1

---

(2)
C16H25BeCl8F6N4O4S2 as an isolated structure. Source: the OMol25 dataset; level of theory: ωB97M-V/def2-TZVPD.

Each line ends with the Löwdin charge.
Positions of all 66 atoms, in Å:
Be  -1.2440  0.9609  4.4616  1.223
C  -3.4255  0.0689  0.8534  -0.658
F  -2.9283  1.2395  0.5262  0.163
F  -4.5051  0.1507  1.6134  0.169
F  -3.7286  -0.5942  -0.2424  0.180
S  -2.1544  -1.0109  1.8368  0.660
O  -2.8637  -1.6053  2.9320  -0.284
O  -1.6321  -1.9636  0.9135  -0.243
N  -1.0134  0.1501  2.4835  -0.346
S  0.0496  0.6017  1.3531  0.558
O  -0.3288  0.5026  -0.0214  -0.232
O  0.5695  1.8922  1.7303  -0.310
C  1.4899  -0.7026  1.5316  -0.643
F  1.4488  -1.3456  2.6882  0.134
F  1.2042  -1.5329  0.5328  0.100
F  2.6853  -0.2112  1.2903  0.188
C  0.2518  -5.4667  0.1212  -0.060
C  -0.1964  -5.7816  -1.2430  -0.310
N  -0.5655  -6.0646  -2.2910  0.148
H  1.3237  -5.2850  0.1359  0.081
H  0.0433  -6.2804  0.8118  0.083
H  -0.3582  -4.5844  0.3242  0.058
C  2.6154  -1.0185  6.4510  -0.012
C  1.9169  -0.1438  5.5276  -0.208
N  1.4137  0.5463  4.7525  0.159
H  2.5078  -2.0129  6.0157  0.105
H  2.1681  -0.9764  7.4435  0.104
H  3.6651  -0.7574  6.5747  0.111
C  -3.4596  -4.1398  -1.2886  -0.072
C  -4.1229  -3.2634  -2.2492  -0.276
N  -4.6866  -2.6324  -3.0215  0.146
H  -2.4054  -3.8892  -1.1859  0.048
H  -3.6021  -5.2026  -1.4633  0.086
H  -3.8960  -3.9314  -0.3078  0.078
Cl  5.0481  4.2511  2.8780  0.555
C  3.3170  3.8749  2.8707  -0.672
C  2.5108  4.8019  1.9860  -0.712
Cl  2.9921  6.5032  1.9507  0.559
H  2.9863  3.7714  3.9042  0.061
H  3.3402  2.8573  2.4819  0.044
H  1.4290  4.7301  2.0817  0.044
H  2.6613  4.4116  0.9779  0.046
Cl  -3.6720  5.5086  -2.2169  0.590
C  -2.3608  4.4817  -1.6230  -0.688
C  -1.2935  5.3757  -0.9578  -0.667
Cl  0.1808  4.4425  -0.6988  0.606
H  -1.9367  3.9652  -2.4828  0.050
H  -2.5157  3.6556  -0.9258  0.058
H  -1.5640  5.8896  -0.0395  0.072
H  -1.0225  6.1471  -1.6776  0.061
Cl  -0.7141  -0.0425  -6.3997  0.579
C  -0.4053  0.4399  -4.7281  -0.669
C  -1.4941  -0.0803  -3.8048  -0.686
Cl  -2.9514  0.9376  -3.8122  0.552
H  -0.3362  1.5255  -4.6701  0.066
H  0.5983  0.0736  -4.5150  0.040
H  -1.2386  -0.0215  -2.7486  0.031
H  -1.8113  -1.0780  -4.0962  0.055
Cl  4.6632  -0.6599  -3.3873  0.572
C  3.1781  -1.6288  -3.4939  -0.683
C  2.2509  -1.3453  -2.3394  -0.643
Cl  0.8227  -2.4480  -2.4678  0.595
H  3.6302  -2.6127  -3.3850  0.061
H  2.7101  -1.5685  -4.4738  0.073
H  1.8864  -0.3215  -2.3066  0.068
H  2.8740  -1.5534  -1.4713  0.057

Total charge: +1
Kohn-Sham gap (eV): 2.15
E_LUMO (eV): -9.8087
E_tot (Eh): -6235.98005
M (g mol⁻¹): 808.2

---

(3)
C16H25BrClO4P2Sn as an isolated structure. Source: the OMol25 dataset; level of theory: ωB97M-V/def2-TZVPD.

Each line ends with the Löwdin charge.
Positions of all 50 atoms, in Å:
C  0.6393  0.0205  -4.4213  -0.022
C  1.3960  0.2459  -3.1792  -0.368
H  1.3489  -0.1908  -5.2397  0.135
H  0.0268  0.9108  -4.6561  0.121
H  -0.0464  -0.8359  -4.3127  0.072
O  2.5482  0.5365  -2.9711  0.167
Cl  -2.0984  0.0120  -2.1288  0.131
Sn  0.0968  -0.0126  -1.1565  0.699
P  0.1799  2.5297  -0.9722  0.767
C  1.7219  3.2438  -0.3537  -0.199
C  -0.2143  3.3096  -2.5636  -0.201
H  -0.3942  4.3805  -2.3918  0.087
H  -1.3643  4.0326  0.0897  0.086
H  -1.1148  2.8500  -2.9934  0.057
H  -2.0261  2.3675  -0.0156  0.058
H  2.5544  2.9462  -1.0045  0.071
H  0.6199  3.1865  -3.2675  0.068
C  -1.1309  2.9650  0.2041  -0.208
H  1.6243  4.3399  -0.3564  0.091
H  -0.8057  2.7601  1.2343  0.032
H  1.9132  2.8971  0.6708  0.031
P  0.3329  -2.5446  -1.1972  0.779
C  1.8725  -3.1720  -0.4823  -0.196
C  -1.0294  -3.1576  -0.1602  -0.204
H  -0.8306  -2.9155  -3.2849  0.067
H  0.0815  -4.3620  -2.7438  0.089
H  0.9435  -2.9849  -3.5011  0.068
C  0.1114  -3.2677  -2.8435  -0.204
H  -1.9081  -2.5118  -0.2928  0.049
H  -1.2798  -4.1817  -0.4702  0.086
H  1.8497  -4.2720  -0.5024  0.092
H  1.9730  -2.8153  0.5517  0.058
H  -0.7371  -3.1523  0.8991  0.064
H  2.7292  -2.8137  -1.0676  0.075
C  2.3067  0.0119  0.0763  -0.094
O  3.3906  0.0572  0.4500  0.191
Br  1.1008  2.0202  3.5596  1.051
C  -0.2539  0.7862  4.0801  -0.478
C  -0.9290  0.9346  5.2912  -0.021
C  -2.0355  0.1250  5.5828  0.045
C  -2.4749  -0.8276  4.6543  0.075
C  -1.7978  -0.9914  3.4513  0.065
C  -0.6663  -0.2133  3.1845  -0.125
C  0.0050  -0.3325  1.8655  -0.583
O  1.2183  -0.6581  1.7575  -0.038
O  -0.7865  -0.0881  0.8650  -0.169
H  -0.6031  1.7030  5.9881  0.138
H  -2.5713  0.2644  6.5225  0.150
H  -3.3548  -1.4388  4.8604  0.156
H  -2.1313  -1.6969  2.6911  0.142

Total charge: +3
Kohn-Sham gap (alpha / beta) (eV): 7.15 / 5.03
E_LUMO (alpha / beta) (eV): -11.8792 / -13.2513
E_tot (Eh): -4855.81481
M (g mol⁻¹): 577.4